Entry 1:
Below is a molecular structure, C39H44CeIN2O5PS in a non-equilibrium geometry, with properties calculated with the ωB97M-V functional and the def2-TZVPD basis.

Values from the calculation:
HOMO level (alpha / beta): -4.1 / -4.1 eV
Multiplicity: 2
E_tot: -3510.72340 a.u.
ΔE to the lowest compared entry with this formula, charge and spin: 34.3 kJ/mol
Net charge: -1

Geometry as XYZ:
```
94
Properties=species:S:1:pos:R:3:forces:R:3
Ce -0.211 -1.045 -0.359 -1.8 -0.4 2.5
I -0.317 -0.919 3.120 0.8 -0.6 0.2
S -3.432 -1.783 -2.392 -2.8 -0.3 0.5
P 0.609 1.866 0.233 0.8 1.2 0.0
O -1.189 -5.027 -2.155 0.0 0.2 -0.1
O -2.726 -0.153 0.679 -0.3 0.0 -0.3
O 1.194 -0.946 -1.971 0.8 0.7 0.1
O -3.003 -1.142 -3.634 0.7 0.5 -1.1
O 1.839 -1.752 -3.935 -0.3 0.1 0.5
N -1.454 -3.283 0.870 0.1 -0.1 0.0
N -0.965 -2.746 -1.828 1.1 0.1 -0.6
C 3.832 -4.220 1.487 0.1 -0.1 -0.3
C -1.386 0.964 -1.799 0.0 -0.1 -0.5
C -2.129 -4.049 -0.181 0.3 -0.4 -0.3
C -4.079 -3.422 -2.930 0.5 0.4 0.3
C -4.766 0.868 1.581 0.4 -0.1 0.0
C -2.539 4.464 0.315 -0.3 0.2 0.1
C -3.057 2.712 -1.245 0.2 -0.3 -0.2
C -3.249 0.734 1.663 -0.2 0.2 0.2
C 2.991 -3.148 4.921 0.2 -0.1 -0.1
C 1.685 2.465 2.698 -0.1 0.0 0.0
C 1.457 -2.152 3.385 -0.8 0.6 0.3
C 2.390 3.152 3.670 0.1 0.0 0.1
C 1.870 -2.345 4.673 -0.3 0.3 -0.1
C -0.852 2.819 -0.232 -0.4 -0.3 0.0
C 3.052 1.216 -0.972 0.0 0.2 0.0
C -3.428 3.838 -0.563 0.1 0.3 0.3
C 3.185 -3.563 2.548 -0.3 0.2 -0.1
C 1.557 2.510 -2.359 0.0 -0.1 0.1
C 2.754 4.914 2.094 0.0 0.0 0.0
C 2.051 4.231 1.107 0.0 0.0 0.0
C -1.277 3.932 0.489 0.2 0.0 -0.2
C 1.503 2.978 1.416 -0.2 -0.4 0.2
C 3.609 1.695 -3.272 0.1 0.0 0.0
C -5.163 -1.088 -2.127 0.9 -0.3 0.0
C -1.754 2.149 -1.127 0.2 0.6 0.2
C -0.193 -2.621 -3.061 0.3 -0.1 -0.5
C 1.850 1.916 -1.134 -0.3 0.0 -0.1
C 1.614 -2.470 0.909 0.6 -0.4 -0.1
C 1.918 4.875 -0.238 0.0 0.1 -0.1
C 3.407 0.552 0.323 -0.2 -0.1 -0.1
C -1.334 -3.976 -1.517 -0.7 -0.9 0.9
C 3.627 -3.746 3.874 0.0 0.0 0.2
C 2.312 -3.184 -0.068 -0.5 0.4 0.3
C 2.930 4.387 3.360 0.0 0.0 0.1
C 1.059 -1.700 -2.988 0.1 -1.4 -2.4
C 2.070 -2.713 2.249 0.1 -0.1 -0.4
C 3.918 1.124 -2.051 0.0 0.0 -0.1
C 2.428 2.398 -3.426 0.0 0.1 -0.1
C 3.389 -4.044 0.206 0.3 -0.2 0.2
H 4.489 -4.378 4.043 0.1 -0.1 0.0
H -0.594 -3.780 1.119 -0.2 0.3 0.1
H 3.876 -4.560 -0.612 0.0 0.0 0.0
H 3.483 4.945 4.102 0.1 0.0 0.1
H 2.703 4.519 -0.905 0.0 0.0 -0.1
H 0.135 -3.609 -3.411 0.0 0.3 0.0
H 4.673 -4.863 1.716 0.0 0.0 -0.1
H 4.286 1.579 -4.106 0.0 0.0 -0.1
H 2.520 2.722 4.654 0.0 0.0 0.0
H -0.357 0.925 -2.172 -0.2 0.1 0.0
H 3.177 5.882 1.858 0.0 0.0 0.0
H -3.234 -4.085 -3.083 0.1 -0.1 0.0
H -5.059 -0.015 -2.011 0.1 0.2 0.1
H -2.088 0.651 -2.571 0.2 -0.1 0.0
H -2.974 0.319 2.636 0.0 0.0 0.0
H -5.579 -1.516 -1.222 -0.1 -0.1 0.2
H -3.754 2.231 -1.922 0.0 0.0 -0.1
H -4.604 -3.273 -3.868 -0.1 0.2 -0.1
H 0.626 3.048 -2.484 -0.1 0.0 0.0
H -2.841 5.345 0.862 0.0 0.1 0.1
H -4.418 4.256 -0.705 -0.1 0.0 0.0
H 1.265 1.499 2.938 0.0 -0.1 0.0
H 2.040 -3.085 -1.116 0.0 0.0 0.1
H -5.795 -1.299 -2.982 0.0 -0.1 -0.2
H 3.674 1.286 1.085 0.0 0.0 0.1
H 3.331 -3.285 5.937 0.0 0.0 0.1
H -2.780 1.721 1.567 0.0 -0.1 0.0
H -2.919 0.258 -0.187 0.4 -0.2 0.2
H -0.605 4.387 1.205 0.0 0.1 0.0
H -2.038 -3.258 1.706 0.3 0.2 -0.2
H -2.247 -5.113 0.077 0.0 0.3 -0.2
H 0.960 4.641 -0.690 0.0 0.0 -0.1
H 2.013 5.955 -0.147 0.0 0.1 0.0
H -5.236 -0.111 1.658 -0.1 -0.1 0.0
H -4.740 -3.831 -2.175 -0.1 -0.1 0.2
H -5.113 1.494 2.399 -0.1 0.1 0.1
H 4.245 -0.128 0.182 0.0 -0.1 0.0
H -0.831 -2.188 -3.845 0.2 -0.1 0.0
H -3.123 -3.614 -0.331 0.1 0.0 0.0
H 1.341 -1.885 5.492 -0.1 0.1 0.1
H 4.833 0.559 -1.944 0.1 -0.1 0.0
H 2.175 2.836 -4.382 0.0 0.0 0.0
H 2.553 -0.033 0.690 0.3 0.0 0.1
H -5.062 1.328 0.641 0.0 0.1 -0.1
```
Forces are in eV/Å.



Entry 2:
Below is 12 unconnected molecules or ions with the total composition C39H44Cl33I2O5P in a non-equilibrium geometry, with properties calculated with the ωB97M-V functional and the def2-TZVPD basis.

Values from the calculation:
HOMO level: -8.5 eV
E_tot: -18011.60435 a.u.
Structure (SMILES): CCP(C)C1=CC(=O)c2c(I)c(C[C@H](C)I)c(Cc3cccc(C)c3)c(COCOCCO)c2C1=O.ClC(Cl)Cl.ClC(Cl)Cl.ClC(Cl)Cl.ClC(Cl)Cl.ClC(Cl)Cl.ClC(Cl)Cl.ClC(Cl)Cl.ClC(Cl)Cl.ClC(Cl)Cl.ClC(Cl)Cl.ClC(Cl)Cl

Geometry as XYZ:
```
124
Properties=species:S:1:pos:R:3:forces:R:3
I -2.124 -6.354 2.390 0.0 0.1 -0.2
I -5.661 -4.049 1.942 -0.1 0.4 -0.2
Cl -6.460 9.523 -2.381 0.0 0.0 -0.1
Cl -6.207 7.398 -4.347 -0.1 0.2 0.0
Cl -2.815 5.887 -2.734 0.0 -0.3 0.1
Cl 0.811 2.273 -6.717 0.1 0.0 -0.1
Cl -2.928 1.731 7.898 0.0 -0.1 0.0
Cl 9.195 4.025 1.510 0.0 0.0 0.0
Cl 3.067 -2.771 4.483 0.0 0.1 0.3
Cl -5.334 1.044 0.913 -0.2 -0.1 0.1
Cl 2.547 5.093 4.056 0.0 0.0 0.0
Cl 1.432 -2.408 6.864 0.1 0.0 0.0
Cl 3.678 1.951 -7.045 0.0 0.0 0.0
Cl -2.389 0.203 5.480 -0.2 -0.2 0.1
Cl -7.655 11.289 -5.051 -0.2 0.3 0.0
Cl 6.528 2.902 1.275 -0.1 0.0 0.0
Cl -0.147 8.825 -3.060 0.0 0.0 0.0
Cl 0.697 6.471 -1.589 0.0 0.0 0.0
Cl -5.960 2.514 3.339 -0.1 0.1 -0.3
Cl 8.800 1.482 0.167 0.0 0.0 0.0
Cl -6.949 12.001 -7.776 0.0 0.0 0.0
Cl 3.219 2.650 2.641 0.1 -0.1 0.0
Cl -3.897 9.000 -3.645 0.0 0.2 0.0
Cl 0.041 8.912 -0.165 0.0 0.0 0.0
Cl 2.611 2.922 -4.528 0.0 0.0 0.0
Cl -8.056 1.925 1.414 0.0 0.0 0.0
Cl 3.046 -0.201 5.886 0.0 0.0 -0.1
Cl 2.350 4.990 1.163 0.0 0.0 0.0
Cl -5.062 1.130 6.019 0.1 -0.1 0.3
Cl -9.740 11.787 -7.009 0.0 0.0 0.0
Cl 6.147 -9.488 -1.157 0.0 0.0 0.0
Cl 3.756 -9.002 0.415 -0.1 0.0 0.0
Cl 5.944 -10.542 1.540 0.0 0.0 0.0
Cl -4.791 4.399 -4.254 0.1 -0.2 0.0
Cl -3.809 3.323 -1.750 -1.0 1.0 -0.4
P 4.765 -4.371 1.684 0.6 -0.4 0.7
O 0.746 -7.232 2.129 -0.8 -1.8 0.5
O 1.121 -1.518 -1.740 -0.4 -0.3 0.7
O 0.729 -0.746 0.454 0.5 -1.0 0.0
O 3.066 -4.596 -1.105 1.2 0.2 -1.7
O -0.267 -0.294 3.698 0.2 -0.1 -0.6
C -1.120 -5.206 0.899 -0.9 -1.4 1.4
C 3.062 -4.933 1.220 1.4 2.0 -2.2
C -3.879 -3.273 0.934 -0.2 -1.3 0.1
C -8.118 12.228 -6.475 0.0 -0.1 -0.1
C 5.056 -10.142 0.068 0.1 0.1 0.0
C 2.399 -4.652 -0.126 -0.7 -0.5 2.1
C -2.434 -0.662 -0.624 -1.2 -1.2 2.0
C 0.894 -2.910 -2.011 0.6 0.0 -0.9
C 5.852 -5.668 0.920 -0.1 0.1 -0.7
C 5.180 -1.630 1.852 0.3 0.4 -0.5
C -2.926 -2.828 2.020 -0.3 1.2 -0.3
C 5.234 -2.774 0.829 -0.4 -0.7 0.7
C -6.558 1.350 2.152 0.0 0.1 -0.1
C 2.418 -5.621 2.108 -1.6 -0.7 1.1
C -3.328 -4.436 0.074 -0.5 -0.2 0.3
C -1.819 -4.435 0.016 -2.5 -0.2 0.0
C 3.229 4.414 2.577 -0.1 0.1 0.0
C 1.056 -6.157 1.741 1.4 1.5 0.0
C -2.422 0.689 -0.550 -0.4 1.2 1.2
C -0.813 1.577 -3.792 0.7 0.2 0.8
C 0.725 8.234 -1.642 -0.1 0.0 0.0
C 8.107 3.069 0.504 0.1 0.0 0.1
C -1.975 -2.841 -1.902 -0.2 0.6 0.0
C -4.207 4.803 -2.638 -0.1 0.0 0.1
C 1.678 -1.212 -0.503 0.5 1.6 -0.5
C 0.224 -5.277 0.843 1.5 -0.9 0.9
C 2.931 -1.956 6.052 -0.2 -0.1 0.0
C -1.407 0.778 -2.659 0.5 1.4 -1.8
C -1.962 -1.325 -1.701 0.4 -1.4 -0.6
C -3.563 0.550 6.747 0.0 0.1 -0.1
C -1.173 -3.676 -0.917 -0.7 0.6 -0.7
C 2.328 1.862 -5.912 0.0 0.1 0.0
C 0.813 -0.017 2.786 0.0 -0.1 0.3
C 0.201 -3.739 -0.955 0.7 1.8 -1.8
C 0.892 -4.531 -0.102 1.6 -0.3 0.4
C -5.646 8.999 -3.865 0.2 -0.2 0.2
C -1.893 1.409 -1.560 0.9 0.8 0.0
C -1.467 -0.559 -2.714 0.5 -1.7 -1.5
C 1.114 -1.144 1.775 -1.1 0.8 0.4
H -5.000 5.316 -2.107 0.0 0.0 -0.1
H 4.198 -1.495 2.304 0.1 0.1 -0.1
H 4.580 -2.631 -0.034 0.4 0.2 -0.1
H 6.286 -2.889 0.550 -0.3 -0.1 -0.4
H 5.690 -5.754 -0.161 0.0 0.0 0.1
H 3.760 -2.281 6.667 0.0 0.0 0.0
H -1.616 -3.006 -2.922 0.0 -0.1 0.2
H 2.193 -1.313 1.850 -0.2 -0.3 -0.2
H 5.904 -1.761 2.662 -0.2 -0.3 -0.1
H 2.255 0.844 -5.550 0.0 0.0 0.0
H 4.616 -11.051 -0.320 0.0 0.0 0.0
H 0.015 2.152 -3.356 -0.1 0.1 -0.2
H 1.755 8.556 -1.719 0.0 0.0 0.0
H -3.769 -0.368 7.281 0.0 0.0 0.0
H 0.531 -2.039 2.035 0.4 0.0 0.2
H -6.767 0.418 2.662 0.0 0.0 0.0
H -8.123 13.275 -6.202 0.0 0.0 0.0
H 1.695 0.092 3.414 0.3 0.2 -0.1
H -5.888 9.695 -4.653 0.0 0.0 0.0
H -1.835 2.469 -1.520 0.5 0.3 0.2
H -2.060 -2.371 1.533 0.3 -0.3 0.3
H -3.406 -2.010 2.552 0.0 0.0 0.3
H 5.676 -6.651 1.364 -0.2 0.2 0.1
H -1.107 -1.080 -3.598 0.1 0.2 -0.1
H -3.772 -4.433 -0.922 0.0 0.1 0.1
H 0.254 -2.932 -2.896 0.2 0.2 0.1
H 0.599 0.929 2.277 0.2 -0.2 -0.2
H 2.319 -0.336 -0.698 0.1 -0.2 -0.1
H -2.650 -3.608 2.722 0.0 0.0 -0.1
H 7.971 3.587 -0.437 0.0 0.0 0.0
H -3.694 -5.356 0.530 0.4 0.0 -0.2
H 2.340 -1.995 -0.109 -0.4 -0.3 0.1
H -2.871 -1.193 0.207 0.1 0.0 0.0
H 4.258 4.743 2.495 0.0 0.0 0.0
H 5.492 -0.713 1.340 -0.3 0.1 0.1
H -4.220 -2.478 0.280 -0.2 0.1 0.3
H -0.260 0.465 4.294 -0.1 -0.2 0.0
H 1.853 -3.323 -2.328 -0.3 -0.2 0.3
H -2.825 1.239 0.293 0.1 -0.3 0.2
H -1.507 2.304 -4.218 0.0 -0.2 -0.2
H 6.913 -5.437 1.060 -0.2 0.2 0.2
H 2.865 -5.825 3.077 -0.3 -0.3 0.0
H -0.346 0.940 -4.542 -0.4 0.0 -0.1
H -3.025 -3.135 -1.930 0.2 -0.2 0.1
```
Forces are in eV/Å.